<one>
# CH3BrNO2S

A 2-piece molecular cluster, CH3BrNO2S overall (ωB97M-V with the def2-TZVPD basis set, the Open Molecules 2025 dataset).

Properties
E_HOMO (alpha / beta) = -3.97 / -4.60 eV
Lowest unoccupied orbital energy (alpha / beta) = 3.464 / 1.812 eV
Frontier orbital gap (alpha / beta) = 0.27322 / 0.23572 Eh
Multiplicity = 3
Net charge = -1

Positions of all 9 atoms, in Å:
C -1.34858 0.70624 0.10472
N 0.80962 -0.86366 -0.28035
O -1.00967 -0.63732 -2.01105
O -1.44488 -2.06013 -0.04348
S -0.95502 -0.82283 -0.54958
Br -4.02627 0.14273 -0.61225
H -1.13181 1.24767 -0.87064
H 1.06809 -1.60817 -0.94150
H 1.08636 0.02685 -0.71903

Results of the Löwdin charge analysis, in e, for atoms 1 through 5:
1 C -0.234
2 N -0.130
3 O -0.414
4 O -0.370
5 S 0.342



<two>
# CH3BrNO2S

A 2-piece molecular cluster, CH3BrNO2S overall (ωB97M-V with the def2-TZVPD basis set, the Open Molecules 2025 dataset).

Properties
E_HOMO (alpha / beta) = -1.48 / -4.55 eV
Lowest unoccupied orbital energy (alpha / beta) = 3.506 / 1.865 eV
Frontier orbital gap (alpha / beta) = 0.18323 / 0.23589 Eh
Multiplicity = 3
Net charge = -1

Positions of all 9 atoms, in Å:
C -0.12858 1.07148 0.14085
N -1.26445 -0.51602 0.71075
O 0.94826 -1.80679 0.96111
O -0.15232 -0.89683 3.00258
S -0.32580 -1.68670 1.70758
Br -0.96329 1.82153 -1.41250
H 0.71131 0.47694 -0.30251
H 0.08675 1.91542 0.73577
H -1.37854 -0.73491 -0.28293

Results of the Löwdin charge analysis, in e, for atoms 1 through 5:
1 C -0.648
2 N -0.257
3 O -0.491
4 O -0.523
5 S 0.632



Most stable: <one>



<one>
# C4H4N4

One molecule with the formula C4H4N4 (ωB97M-V with the def2-TZVPD basis set, the Open Molecules 2025 dataset).

Properties
E_HOMO (alpha / beta) = -8.30 / -8.30 eV
Lowest unoccupied orbital energy (alpha / beta) = -0.987 / -0.986 eV
Frontier orbital gap (alpha / beta) = 0.26861 / 0.26865 Eh

Positions of all 12 atoms, in Å:
C -0.91354 0.34978 -0.80356
C 1.07782 -0.18764 -0.59243
C -0.61625 0.51223 0.56365
C 0.70387 -0.04627 0.72524
N -1.61227 0.93937 -1.58844
N 2.13492 -0.15840 -1.20735
N -1.66349 0.34327 1.30944
N 1.26881 -0.57183 1.71567
H -1.81940 0.61729 -2.56122
H 2.00800 -0.23339 -2.22768
H -1.39262 0.21893 2.25467
H 0.79531 -0.60606 2.63823

Results of the Löwdin charge analysis, in e, for atoms 1 through 5:
1 C -0.174
2 C -0.171
3 C -0.329
4 C -0.404
5 N 0.185



<two>
# C4H4N4

One molecule with the formula C4H4N4 (ωB97M-V with the def2-TZVPD basis set, the Open Molecules 2025 dataset).

Properties
E_HOMO = -9.83 eV
Lowest unoccupied orbital energy = -1.020 eV
SMILES = C=Cc1ncnnn1
Frontier orbital gap = 0.32366 Eh

Positions of all 12 atoms, in Å:
C -2.80018 0.33057 0.09787
C -1.86896 -0.53174 -0.02200
C -0.46622 -0.15935 -0.00823
N -0.01957 1.14841 -0.12233
C 1.30263 1.15240 -0.00907
N 2.23026 0.17370 0.12972
N 1.65000 -1.05966 -0.03501
N 0.37503 -1.24811 -0.01478
H -3.77861 0.14437 0.23125
H -2.57962 1.44047 -0.10683
H -2.12559 -1.60013 -0.19533
H 1.83018 2.16366 0.01633

Results of the Löwdin charge analysis, in e, for atoms 1 through 5:
1 C 0.036
2 C -0.145
3 C -0.289
4 N 0.150
5 C -0.226



Most stable: <two>



<one>
# C6H10N2

C6H10N2 as an isolated structure (ωB97M-V with the def2-TZVPD basis set, the Open Molecules 2025 dataset).

Properties
E_HOMO = -8.60 eV
Lowest unoccupied orbital energy = 1.039 eV
Frontier orbital gap = 0.35423 Eh

Positions of all 18 atoms, in Å:
C 0.37670 1.42886 -1.57540
C 0.25180 -0.24473 -0.04561
C 0.16381 -1.80284 0.45078
C -1.12846 -0.27030 0.55878
C 0.95167 0.66662 0.87772
C 1.43292 1.51814 1.57436
H 0.22733 1.67484 -2.80827
H -0.47725 1.86407 -0.93477
H 1.32656 1.90293 -1.22888
H -0.13720 -0.56949 -2.08177
H 0.50779 -2.21901 1.51052
H 0.75167 -2.52817 -0.28043
H -1.99462 -2.18875 0.89537
H -0.98443 0.14823 1.57830
H -2.16216 0.17035 0.16360
H 1.66350 2.25143 2.37775
N 0.49881 -0.10763 -1.43535
N -1.26843 -1.69454 0.40328

Results of the Löwdin charge analysis, in e, for atoms 1 through 5:
1 C -0.117
2 C -0.503
3 C -0.145
4 C -0.232
5 C -0.126



<two>
# C6H10N2

A 2-piece molecular cluster, C6H10N2 overall (ωB97M-V with the def2-TZVPD basis set, the Open Molecules 2025 dataset).

Properties
E_HOMO = -9.29 eV
Lowest unoccupied orbital energy = 0.640 eV
SMILES = c1ccncc1.CN
Frontier orbital gap = 0.36510 Eh

Positions of all 18 atoms, in Å:
C 2.28224 0.30912 0.79849
C 1.43166 1.36731 0.26954
C 0.69718 1.11838 -0.83717
N 0.48848 -0.06861 -1.41422
C 1.18642 -1.08759 -0.82042
C 2.07647 -0.91040 0.16877
H 2.99607 0.34100 1.51864
H 1.68936 2.46547 0.52442
H -0.02335 1.80958 -1.27752
H 1.13764 -2.03758 -1.33889
H 2.90715 -1.67415 0.37821
C -2.36864 -0.38428 0.84544
N -2.37338 0.46788 -0.43759
H -3.38852 -0.67156 1.44389
H -2.04417 -1.48232 0.59142
H -1.58854 0.07587 1.56181
H -1.78038 0.10625 -1.12301
H -3.32569 0.25563 -0.85180

Results of the Löwdin charge analysis, in e, for atoms 1 through 5:
1 C -0.032
2 C -0.059
3 C -0.215
4 N 0.055
5 C -0.156



<three>
# C6H10N2

One molecule with the formula C6H10N2 (ωB97M-V with the def2-TZVPD basis set, the Open Molecules 2025 dataset).

Properties
E_HOMO = -8.29 eV
Lowest unoccupied orbital energy = 0.877 eV
SMILES = C1NC12C[C@H]1N[C@@H]1C2
Frontier orbital gap = 0.33679 Eh

Positions of all 18 atoms, in Å:
C 2.09962 0.10357 0.45627
N 1.89224 -0.39619 -0.91440
C 0.73303 0.17797 0.02997
C -0.07527 -1.21774 0.32093
C -1.30908 -0.89302 -0.47548
N -2.69291 -0.15903 -0.31338
C -1.47728 0.46294 0.25688
C -0.42127 1.36510 -0.30167
H 2.56894 0.97470 0.74777
H 2.82735 -0.58958 1.02527
H 2.33384 0.36359 -1.35543
H -0.28524 -1.36580 1.47302
H 0.81485 -1.91694 -0.23447
H -1.01974 -0.87423 -1.47583
H -3.38286 -0.46259 0.49592
H -1.83991 0.62357 1.44164
H -0.54981 1.36219 -1.41651
H -0.21648 2.44149 0.23951

Results of the Löwdin charge analysis, in e, for atoms 1 through 5:
1 C -0.227
2 N 0.033
3 C -0.299
4 C -0.139
5 C -0.225



<four>
# C6H10N2

One molecule with the formula C6H10N2 (ωB97M-V with the def2-TZVPD basis set, the Open Molecules 2025 dataset).

Properties
E_HOMO = -8.28 eV
Lowest unoccupied orbital energy = 1.041 eV
SMILES = C1CN2[C@@H]3[C@@H]1NC[C@@H]32
Frontier orbital gap = 0.34270 Eh

Positions of all 18 atoms, in Å:
C -1.54359 1.03716 0.12169
C -1.83060 -0.43260 -0.49377
N -0.63339 -1.38839 0.10700
C 0.09811 -0.49208 0.92676
C 0.06090 0.86873 0.03839
N 1.41735 1.29660 -0.01040
C 1.80111 -0.24210 -0.49744
C 0.91302 -1.20982 0.07594
H -1.72935 1.39533 1.27549
H -2.22902 1.93123 -0.32645
H -2.59504 -1.27764 -0.04296
H -1.91612 -0.36078 -1.57590
H 0.25176 -0.30308 2.02591
H -0.07220 0.57826 -1.08389
H 1.85685 1.58559 0.82652
H 2.77321 -0.54169 -0.24276
H 1.92342 -0.24556 -1.56401
H 1.45359 -2.19916 0.43988

Results of the Löwdin charge analysis, in e, for atoms 1 through 5:
1 C -0.144
2 C -0.108
3 N 0.021
4 C -0.322
5 C -0.336



Most stable: <two>



<one>
# C6H10N2

One molecule with the formula C6H10N2 (ωB97M-V with the def2-TZVPD basis set, the Open Molecules 2025 dataset).

Properties
E_HOMO = -8.18 eV
Lowest unoccupied orbital energy = 0.968 eV
SMILES = C[C@]12CNN=C[C@@H]1C2
Frontier orbital gap = 0.33623 Eh

Positions of all 18 atoms, in Å:
C 0.61386 0.58587 1.41727
C 0.11067 -0.49368 0.42369
C 1.01212 -0.72211 -0.76051
N 0.64921 0.33359 -1.72079
N -0.15030 1.41721 -1.41857
C -1.17515 1.16727 -0.68551
C -1.24153 -0.24468 -0.23297
C -1.08396 -1.22827 0.91688
H 1.52256 1.17579 1.16090
H -0.11934 1.38615 1.53350
H 0.96827 0.19351 2.38330
H 2.05448 -0.57714 -0.42400
H 0.96438 -1.69488 -1.24883
H 1.42261 0.60880 -2.29780
H -1.69239 2.04335 -0.36004
H -1.27298 -0.81601 -1.18764
H -1.21419 -2.22711 0.60939
H -1.36833 -0.90767 1.89174

Results of the Löwdin charge analysis, in e, for atoms 1 through 5:
1 C -0.038
2 C -0.424
3 C -0.153
4 N -0.064
5 N 0.019



<two>
# C6H10N2

A 2-piece molecular cluster, C6H10N2 overall (ωB97M-V with the def2-TZVPD basis set, the Open Molecules 2025 dataset).

Properties
E_HOMO = -9.04 eV
Lowest unoccupied orbital energy = 0.459 eV
SMILES = C=C(C)C#N.[H]/N=C/C
Frontier orbital gap = 0.34924 Eh

Positions of all 18 atoms, in Å:
C -1.55984 2.50303 -0.27563
C -1.24658 1.21002 -0.20484
C -2.23932 0.11378 0.04574
C 0.13271 0.80167 -0.34642
N 1.24883 0.98091 -0.68442
H -0.80622 3.26067 -0.43396
H -2.58505 2.83488 -0.21989
H -2.21390 -0.61535 -0.76600
H -1.99800 -0.41215 0.97213
H -3.24588 0.51593 0.12922
H 1.73782 -0.32045 2.36241
N 2.18571 -0.83406 1.61347
C 1.55647 -1.09389 0.57304
C 2.07426 -1.87462 -0.58257
H 0.34408 -0.87199 0.41704
H 1.67456 -1.47776 -1.51144
H 3.16192 -1.80052 -0.60697
H 1.77842 -2.92010 -0.48090

Results of the Löwdin charge analysis, in e, for atoms 1 through 5:
1 C 0.087
2 C -0.352
3 C -0.067
4 C -0.222
5 N 0.190



<three>
# C6H10N2

A 2-piece molecular cluster, C6H10N2 overall (ωB97M-V with the def2-TZVPD basis set, the Open Molecules 2025 dataset).

Properties
E_HOMO = -8.13 eV
Lowest unoccupied orbital energy = 0.706 eV
Frontier orbital gap = 0.32455 Eh

Positions of all 18 atoms, in Å:
C 1.21044 -0.47034 -1.75831
C 1.40916 0.12131 -0.71946
C -1.71234 -0.39893 -0.55480
C -1.53154 -1.24082 0.65376
C 2.12169 0.75760 1.67650
C 1.36502 1.09991 0.33498
N -2.44458 -0.20685 -1.45934
N -3.12212 0.38717 -2.24714
H 1.22573 -1.35839 -2.26091
H -2.25072 -2.16205 0.67529
H -0.50560 -1.70450 0.58642
H -1.35890 -0.65744 1.57725
H 2.15281 1.65755 2.35129
H 3.19049 0.49959 1.55560
H 1.53301 -0.00028 2.32093
H 1.60615 2.06690 -0.13889
H 0.32207 1.25770 0.60453
H -3.21076 0.35187 -3.19772

Results of the Löwdin charge analysis, in e, for atoms 1 through 5:
1 C 0.102
2 C -0.173
3 C -0.094
4 C -0.094
5 C -0.100



Most stable: <two>